148
Properties=species:S:1:pos:R:3:forces:R:3:mulliken_spin:R:1 method="wB97M-V/def2-TZVPD" multiplicity=3 e_tot_ha=-5813.792065 orbital_gap_ev="5.523 / 6.565"
Cu -33.8772 -20.9464 -9.8466 -0.225 0.899 -1.095 2.731
C -34.5803 -18.6513 -12.5337 0.713 -0.822 4.378 0.019
O -34.4299 -17.3198 -12.1160 -0.461 1.417 -2.501 -0.061
O -34.5676 -19.2782 -11.2791 -0.684 -1.122 -0.978 -0.263
C -35.8331 -18.9083 -13.3719 0.684 -0.495 1.942 -0.027
F -35.7980 -20.1548 -13.7423 -0.188 -3.270 -0.013 -0.009
F -37.0161 -18.6788 -12.8223 -0.538 0.295 1.068 0.000
F -35.8244 -18.2840 -14.4883 0.226 2.985 -3.273 -0.001
C -34.0856 -16.3596 -13.1442 0.440 -0.920 -0.066 0.008
C -33.7012 -15.2204 -12.3659 -0.160 2.918 1.994 -0.003
H -33.1581 -15.5529 -11.4813 0.651 0.164 -0.242 0.001
H -33.1977 -14.4485 -12.9479 0.311 -0.052 0.119 0.000
H -34.5651 -14.7328 -11.9143 -0.286 0.138 -0.030 0.000
H -34.8158 -16.0471 -13.8908 -0.577 -0.705 0.093 -0.001
H -33.1589 -16.5578 -13.6829 -0.020 -1.296 -0.362 0.001
H -33.6923 -18.9378 -13.0973 0.025 -0.153 -0.847 0.006
C -31.8416 -14.3168 -8.5861 -0.395 0.576 -0.660 0.000
C -32.0129 -12.9861 -7.8231 -1.957 -1.629 -1.649 0.000
C -32.8384 -11.9388 -8.6425 1.474 0.131 -0.540 0.000
O -32.8768 -13.3346 -6.7256 1.180 0.929 0.379 0.000
H -31.7196 -14.0778 -9.6425 0.397 -0.157 -0.128 0.000
H -32.7606 -14.9015 -8.5440 0.014 -0.049 0.218 0.000
H -31.0014 -14.9169 -8.2368 -0.077 0.092 0.083 0.000
H -30.9830 -12.7017 -7.6071 -0.262 0.776 0.695 0.000
H -32.3650 -11.7883 -9.6127 0.112 -0.006 -0.153 0.000
H -32.8284 -10.9420 -8.2016 0.016 -0.017 0.402 0.000
H -33.8783 -12.1814 -8.8614 0.083 -0.569 0.381 0.000
H -33.1075 -12.4435 -6.4529 -0.568 -0.125 0.921 0.000
C -34.8157 -12.2363 -15.7601 -0.942 0.274 0.751 0.000
C -34.6210 -13.2227 -16.8698 -1.317 -1.570 -0.341 0.000
C -35.4613 -13.0449 -18.1793 -0.114 -0.258 0.349 0.000
O -33.2732 -13.2887 -17.2089 0.902 0.326 -0.443 0.000
H -35.8008 -12.2806 -15.2956 -0.849 0.550 -1.060 0.000
H -34.5326 -11.2524 -16.1342 -0.232 0.280 0.492 0.000
H -34.3569 -12.4744 -14.8005 1.427 -0.174 -0.502 0.000
H -34.8402 -14.2172 -16.4812 -0.220 -0.159 0.022 0.000
H -36.5444 -13.0443 -18.0563 -0.029 0.523 0.517 0.000
H -35.3565 -13.8834 -18.8678 0.650 -0.262 0.249 0.000
H -35.1513 -12.1786 -18.7635 -0.055 0.334 0.230 0.000
H -33.1376 -12.4318 -17.6199 0.772 0.109 -0.240 0.000
C -32.3020 -24.0639 -14.1333 1.434 -1.282 0.939 -0.008
C -32.8238 -23.1984 -15.1634 -0.762 1.050 -1.910 -0.015
C -33.9451 -22.2982 -14.7438 -0.497 -0.202 -0.496 0.000
O -31.7366 -22.4261 -15.6739 0.864 0.820 0.146 0.000
H -32.1355 -23.5439 -13.1899 0.049 -0.034 0.055 0.020
H -31.3500 -24.3277 -14.5938 0.331 -0.570 0.738 0.001
H -32.8748 -24.9758 -13.9645 -0.155 0.169 0.040 0.000
H -33.1152 -23.7941 -16.0285 -0.590 -0.388 0.141 -0.001
H -34.6832 -22.8948 -14.2077 -0.188 0.158 0.069 -0.007
H -34.3904 -21.9388 -15.6715 -0.318 0.445 0.247 0.000
H -33.6260 -21.4632 -14.1200 0.113 -0.129 -0.024 0.017
H -31.7684 -22.3516 -16.6305 -0.228 -0.037 0.098 0.000
C -40.3653 -12.2365 -13.7642 -0.766 -0.017 -2.908 0.000
C -40.3838 -11.6750 -12.4289 -0.350 -1.331 1.794 0.000
C -39.0009 -11.5194 -11.8592 0.510 0.170 1.427 0.000
O -38.3319 -12.7765 -11.9008 0.114 -0.716 -0.778 0.000
C -36.9399 -12.6331 -12.1376 -0.501 0.845 0.984 -0.001
N -41.2228 -10.5247 -12.2906 -0.233 1.692 0.241 0.000
H -41.2853 -12.7770 -13.9868 0.060 -0.591 0.272 0.000
H -39.4903 -12.8502 -13.9779 -0.211 -0.040 0.084 0.000
H -40.4694 -11.4517 -14.5135 0.652 0.389 -0.148 0.000
H -40.8009 -12.4645 -11.8038 0.091 -0.448 0.364 0.000
H -39.1143 -11.3043 -10.7967 -0.109 0.311 0.344 0.000
H -38.3694 -10.7063 -12.2172 -0.126 0.022 -0.763 0.000
H -36.6252 -11.9647 -11.3362 0.741 0.427 -0.193 0.000
H -36.7683 -12.1865 -13.1170 0.246 -0.005 -0.072 0.000
H -36.3427 -13.5327 -11.9885 -0.662 -0.385 -0.278 0.001
H -41.2987 -10.2408 -11.3243 0.481 0.111 0.309 0.000
H -42.1993 -10.6732 -12.5016 0.039 -0.524 -0.639 0.000
C -36.7259 -20.0270 -6.5528 -1.660 -0.199 0.306 0.018
C -35.8391 -20.6399 -7.5726 1.148 0.221 -0.555 0.103
C -36.5884 -21.2647 -8.7221 -2.488 -0.983 -0.557 -0.150
O -35.8808 -21.9597 -9.7217 1.020 0.352 0.438 -0.200
C -36.7005 -22.5176 -10.7701 1.531 -0.065 -0.521 -0.016
N -34.8310 -19.6169 -7.9933 -0.228 -1.470 -0.611 -0.001
H -36.1160 -19.5183 -5.8062 -0.262 0.009 0.100 -0.002
H -37.3586 -20.7812 -6.0850 0.211 -0.168 0.390 0.001
H -37.4708 -19.3607 -6.9878 0.292 0.519 -0.075 -0.001
H -35.2658 -21.4103 -7.0569 0.170 -0.257 -0.272 0.012
H -37.3326 -20.6681 -9.2498 0.395 1.405 0.124 0.003
H -37.2995 -22.0268 -8.4033 0.047 -0.172 1.302 -0.014
H -37.7859 -22.4465 -10.6998 0.134 0.510 0.512 0.005
H -36.4302 -23.5725 -10.8172 -0.104 -0.005 -0.116 -0.006
H -36.2997 -21.9973 -11.6400 -0.595 -0.231 -0.432 0.036
H -35.2749 -18.8476 -8.4743 -0.093 -0.028 -0.207 0.029
H -34.4657 -19.2784 -7.1146 0.544 0.302 -0.171 0.001
C -42.6109 -17.4583 -10.7300 0.691 1.636 -1.036 0.000
C -41.2275 -16.7328 -10.3902 -1.722 -0.955 1.027 0.000
C -40.6217 -16.0354 -11.6424 -0.851 1.123 1.608 0.000
O -39.8002 -16.8758 -12.3538 0.248 -1.323 -0.143 0.000
C -39.1152 -16.2781 -13.4117 -0.048 -1.028 -0.930 0.000
N -41.4786 -15.7943 -9.2536 -0.142 0.536 -1.113 0.000
H -43.3376 -16.6698 -10.9257 -0.185 0.313 0.500 0.000
H -43.0548 -18.1472 -10.0113 0.532 -0.003 0.100 0.000
H -42.5695 -17.8809 -11.7339 0.397 -0.730 0.161 0.000
H -40.5711 -17.5545 -10.1039 0.557 0.014 -0.012 0.000
H -40.0507 -15.1557 -11.3454 0.107 0.277 0.434 0.000
H -41.4324 -15.6425 -12.2560 -0.335 -0.021 -0.296 0.000
H -39.6965 -15.5161 -13.9308 0.155 0.604 0.428 0.000
H -39.0147 -17.0475 -14.1772 0.141 -0.272 -0.074 0.000
H -38.0876 -16.0291 -13.1471 -0.076 0.689 0.177 0.000
H -41.9054 -16.1327 -8.4031 -0.415 -0.896 -0.503 0.000
H -40.6602 -15.3264 -8.8912 -0.156 -0.234 -0.802 0.000
C -38.5156 -20.1646 -16.9194 -1.476 -0.076 0.814 0.000
C -39.8693 -19.9526 -17.5959 -1.035 0.127 -0.607 0.000
C -40.8642 -21.1418 -17.2581 1.557 0.177 0.285 0.000
S -40.4437 -21.5358 -15.4978 -0.063 -0.262 -0.842 0.000
O -40.0571 -22.9451 -15.3615 -0.466 1.454 -0.150 0.000
O -41.5131 -20.9844 -14.6826 0.906 -0.279 -0.063 0.000
C -38.8995 -20.5178 -15.4676 -0.315 -0.581 0.460 0.000
H -37.9802 -19.2153 -16.9012 0.326 -0.276 -0.235 0.000
H -38.0467 -20.9286 -17.5395 0.611 -0.113 0.710 0.000
H -39.6503 -19.7637 -18.6469 -0.441 -0.673 -0.338 0.000
H -40.3234 -18.9996 -17.3247 -0.136 -0.070 0.597 0.000
H -40.6225 -22.0814 -17.7549 0.168 0.168 -0.333 0.000
H -41.9335 -20.9629 -17.3711 0.224 0.299 0.232 0.000
H -38.2062 -21.0767 -14.8391 0.165 -0.031 -0.307 0.001
H -39.1826 -19.6273 -14.9063 0.022 0.163 -0.143 0.000
C -29.7198 -17.5539 -11.7718 2.207 -0.663 0.943 0.001
C -29.9984 -18.7006 -12.7108 -1.898 0.664 -1.461 0.010
C -30.3841 -19.9776 -11.9973 -0.430 -0.046 0.550 -0.043
S -30.7323 -19.4561 -10.2436 3.336 0.082 1.268 -0.049
O -29.5359 -19.8593 -9.4070 -3.071 1.048 -2.023 0.006
O -32.0688 -19.7800 -9.7724 0.468 0.037 -0.038 -0.213
C -30.6407 -17.6105 -10.5617 -0.814 -0.776 -0.960 0.012
H -29.6226 -16.6407 -12.3590 -0.355 0.215 0.503 0.001
H -28.7354 -17.8178 -11.3853 0.474 0.627 0.168 0.000
H -29.2871 -18.7947 -13.5313 0.573 -0.304 0.572 0.001
H -30.8625 -18.3638 -13.2835 -0.520 -0.205 -0.071 -0.001
H -29.6073 -20.7400 -12.0565 -0.096 0.041 0.602 -0.004
H -31.3234 -20.3898 -12.3659 0.040 -0.050 0.022 0.052
H -30.3810 -17.0944 -9.6374 0.385 -0.234 -0.184 0.004
H -31.6282 -17.2766 -10.8802 -0.397 -0.316 0.273 -0.004
C -35.6720 -16.2117 -8.8541 -1.031 -0.563 -0.790 -0.014
C -35.7222 -14.9717 -7.9688 -0.284 -1.247 0.802 -0.001
C -36.7681 -15.3168 -6.9104 -0.807 1.237 0.464 0.000
S -38.2049 -15.9805 -7.8959 1.995 -2.614 0.500 0.000
O -39.1614 -14.9974 -8.2869 0.888 1.472 0.103 0.000
O -38.7143 -17.1934 -7.2774 0.108 0.576 0.285 0.000
C -37.1159 -16.5836 -9.2909 -0.724 2.371 0.127 -0.002
H -35.4494 -17.1391 -8.3264 1.217 0.689 0.361 0.008
H -35.0322 -16.0139 -9.7141 0.021 -0.665 -0.045 0.004
H -36.0672 -14.0894 -8.5079 -0.037 -0.029 -0.234 0.000
H -34.7566 -14.7252 -7.5272 -0.051 -0.076 0.053 0.000
H -36.9714 -14.4279 -6.3132 -0.842 0.255 -0.390 0.000
H -36.5579 -16.0121 -6.0977 0.451 -0.728 -0.690 0.000
H -37.4399 -15.9317 -10.1022 -0.027 -0.224 -0.370 -0.002
H -37.3779 -17.6201 -9.5037 0.259 0.116 0.154 0.005